{
  "formula": "C36H55BaN4OP2Se",
  "method": "wB97M-V/def2-TZVPD",
  "charge": 1,
  "gap_ev": [5.27, 5.28],
  "e_tot_ev": -130846.295,
  "e_above_lowest_kcal_mol": 0.0,
  "elements": ["C", "C", "C", "C", "C", "H", "H", "H", "N", "P", "P", "C", "H", "H", "C", "O", "C", "H", "C", "C", "C", "C", "C", "H", "H", "H", "C", "H", "H", "H", "C", "H", "H", "H", "C", "H", "H", "H", "C", "H", "H", "H", "C", "H", "H", "H", "C", "H", "H", "H", "C", "H", "H", "H", "C", "H", "H", "H", "C", "H", "H", "H", "C", "H", "H", "H", "C", "H", "H", "H", "Ba", "N", "C", "C", "C", "C", "C", "H", "C", "H", "C", "H", "H", "H", "C", "N", "C", "C", "N", "C", "C", "Se", "H", "H", "H", "H", "H", "H", "H", "H"],
  "coordinates": [[-1.28, -1.40, -2.18], [0.76, -2.33, -1.51], [-1.45, -2.38, -3.16], [0.54, -3.44, -2.37], [-0.56, -3.45, -3.22], [-2.30, -2.29, -3.83], [1.28, -4.24, -2.36], [-0.72, -4.26, -3.92], [-0.21, -1.36, -1.36], [-2.71, 0.15, -0.34], [2.73, -0.74, -0.25], [-2.35, -0.29, -2.08], [-1.97, 0.60, -2.60], [-3.27, -0.60, -2.60], [0.84, 3.61, 2.07], [1.12, 4.73, 2.07], [2.02, -2.23, -0.83], [2.59, -3.16, -0.74], [3.81, 0.01, -1.62], [3.71, -1.21, 1.32], [-3.53, 1.88, -0.33], [-3.88, -1.24, 0.19], [3.96, 1.51, -1.31], [4.55, 1.69, -0.40], [4.48, 2.00, -2.15], [2.98, 2.00, -1.19], [5.18, -0.67, -1.72], [5.81, -0.51, -0.83], [5.08, -1.74, -1.91], [5.72, -0.23, -2.57], [3.09, -0.21, -2.96], [3.63, 0.32, -3.75], [3.07, -1.28, -3.22], [2.06, 0.16, -2.93], [4.48, 0.04, 1.79], [3.84, 0.93, 1.84], [4.88, -0.15, 2.79], [5.33, 0.27, 1.13], [2.69, -1.66, 2.38], [2.01, -0.85, 2.71], [2.05, -2.49, 2.03], [3.21, -2.00, 3.28], [4.66, -2.38, 1.06], [5.42, -2.17, 0.31], [5.18, -2.60, 2.01], [4.12, -3.29, 0.77], [-4.35, -0.95, 1.63], [-4.97, -1.79, 1.97], [-3.49, -0.87, 2.32], [-4.96, -0.03, 1.70], [-3.11, -2.57, 0.16], [-2.88, -2.88, -0.86], [-2.18, -2.53, 0.74], [-3.75, -3.35, 0.61], [-5.08, -1.38, -0.76], [-5.72, -2.18, -0.37], [-5.69, -0.48, -0.82], [-4.77, -1.67, -1.77], [-2.78, 2.82, -1.29], [-2.83, 2.47, -2.33], [-3.25, 3.81, -1.25], [-1.72, 2.94, -1.02], [-3.43, 2.43, 1.11], [-2.38, 2.57, 1.44], [-3.92, 3.41, 1.14], [-3.92, 1.77, 1.84], [-4.99, 1.82, -0.78], [-5.09, 1.39, -1.79], [-5.63, 1.28, -0.07], [-5.38, 2.84, -0.83], [0.12, 0.46, 0.96], [0.46, 1.78, -1.35], [0.51, 2.21, -2.45], [0.59, 2.85, -3.71], [0.40, 4.25, -3.76], [0.87, 2.12, -4.88], [0.56, 4.92, -4.97], [0.14, 4.79, -2.85], [1.05, 2.81, -6.09], [0.96, 1.03, -4.85], [0.90, 4.20, -6.13], [0.42, 6.00, -5.02], [1.31, 2.26, -6.99], [1.04, 4.73, -7.07], [0.02, 1.18, 4.58], [-0.14, 0.00, 5.41], [0.02, -0.03, 6.78], [-0.23, -1.30, 7.18], [-0.53, -2.04, 6.05], [-0.89, -3.44, 6.06], [-0.48, -1.24, 4.93], [-0.85, -1.70, 3.19], [-0.84, 1.30, 3.89], [0.96, 1.15, 4.00], [0.06, 2.06, 5.23], [0.30, 0.86, 7.32], [-0.22, -1.74, 8.17], [-0.09, -4.03, 6.52], [-1.82, -3.60, 6.63], [-1.04, -3.76, 5.02]],
  "mulliken_charge": [-0.42, 0.10, -1.00, -0.93, -0.83, 0.46, 0.47, 0.41, 1.33, 0.72, 0.53, -0.41, 0.34, 0.41, 0.24, -0.14, -0.59, 0.19, 1.52, 2.21, 1.96, 1.66, -1.61, 0.29, 0.50, 0.01, -1.96, 0.32, 0.36, 0.52, -1.33, 0.64, 0.34, -0.34, -2.06, 0.26, 0.52, 0.29, -1.44, -0.28, 0.28, 0.64, -1.69, 0.31, 0.53, 0.32, -1.74, 0.49, 0.22, 0.27, -1.61, 0.36, 0.07, 0.53, -1.86, 0.51, 0.29, 0.34, -1.80, 0.38, 0.62, 0.11, -1.50, 0.18, 0.47, 0.26, -2.16, 0.36, 0.36, 0.57, 1.52, 0.00, -0.37, 0.55, -0.31, -0.12, -0.69, 0.43, -0.79, 0.44, -0.37, 0.39, 0.40, 0.41, -0.55, 0.34, -0.36, -0.62, 0.28, -0.84, -0.02, -0.47, 0.23, 0.10, 0.27, 0.43, 0.49, 0.34, 0.33, 0.25]
}



{
  "formula": "C3H3OPS",
  "method": "wB97M-V/def2-TZVPD",
  "gap_ev": 9.22,
  "e_tot_ev": -25328.897,
  "smiles": "C=CP1SC1=O",
  "e_above_lowest_kcal_mol": 11.7,
  "elements": ["C", "C", "P", "S", "C", "O", "H", "H", "H"],
  "coordinates": [[1.42, 0.88, -0.13], [0.25, 0.50, 0.44], [-1.19, 0.41, -0.67], [-2.48, -0.71, 0.57], [-1.12, -1.31, -0.39], [-0.66, -2.43, -0.48], [2.26, 1.09, 0.40], [1.59, 1.01, -1.15], [-0.06, 0.57, 1.42]],
  "mulliken_charge": [-0.73, -0.21, 0.00, -0.22, 0.63, -0.48, 0.28, 0.26, 0.46]
}